No. 1
Entry from OMol25: a 2-piece molecular cluster, C7H17ClSi overall at a distorted geometry (ωB97M-V/def2-TZVPD).

XYZ file:
```
26
Properties=species:S:1:pos:R:3:lowdin_charge:R:1
C 1.189 3.148 -0.112 -0.192
C -0.092 -1.450 1.375 -0.137
C -0.969 -1.978 -0.688 -0.179
C 1.656 -2.034 -0.427 -0.075
C 1.033 1.802 0.527 -0.414
C -2.731 1.201 -0.167 -0.557
C 0.269 -1.415 -0.077 -0.719
Si 0.331 0.428 -0.548 0.920
Cl -3.572 -0.252 0.076 0.537
H 0.301 3.633 -0.409 0.057
H 1.574 3.689 0.645 0.018
H 2.075 3.143 -0.891 0.119
H -0.933 -0.817 1.425 0.037
H -0.354 -2.366 1.851 0.080
H 0.849 -1.195 1.948 0.106
H -0.900 -1.846 -1.748 0.063
H -1.894 -1.546 -0.306 -0.049
H -1.128 -3.143 -0.432 0.145
H 2.518 -1.418 -0.648 0.059
H 1.953 -2.534 0.467 0.059
H 1.482 -2.755 -1.278 0.100
H 0.432 2.027 1.451 0.096
H 1.984 1.420 0.804 0.046
H -3.020 2.062 0.313 -0.048
H -2.429 1.227 -1.202 -0.055
H 0.378 0.970 -1.951 -0.020
```

Properties
- calculated total energy (a.u.) = -1026.39615

---

No. 2
Entry from OMol25: C39H66ClIrN6O3P2 as an isolated structure at a distorted geometry (ωB97M-V/def2-TZVPD).

XYZ file:
```
118
Properties=species:S:1:pos:R:3:lowdin_charge:R:1
Ir 0.318 0.163 0.200 0.829
C 3.588 1.005 2.044 -0.113
C 2.860 -0.070 2.847 -0.523
C 3.869 -0.972 3.555 -0.079
P 1.689 -0.977 1.720 0.940
C 1.086 -2.328 2.851 -0.428
C 0.611 -1.780 4.204 -0.083
C 0.044 -3.248 2.238 -0.140
C 2.762 -1.773 0.541 -0.330
C 3.588 -2.879 0.798 -0.058
C 4.553 -3.289 -0.096 -0.266
C 5.471 -4.448 0.190 -0.038
C 4.681 -2.541 -1.277 -0.002
C 3.858 -1.476 -1.567 -0.004
C 2.842 -1.085 -0.672 -0.345
N 1.992 -0.039 -0.928 -0.130
C 1.999 0.654 -2.179 -0.234
C 1.655 0.046 -3.400 -0.211
C 1.252 -1.401 -3.513 -0.049
C 1.645 0.820 -4.558 -0.012
C 1.984 2.165 -4.566 -0.251
C 1.949 2.977 -5.830 -0.025
C 2.347 2.740 -3.356 0.001
C 2.350 2.014 -2.174 -0.206
C 2.774 2.687 -0.898 -0.050
H 4.245 1.579 2.700 0.098
H 2.897 1.691 1.552 0.016
H 4.204 0.551 1.267 0.094
H 2.226 0.421 3.602 0.087
H 4.516 -1.465 2.830 0.086
H 3.414 -1.732 4.190 0.070
H 4.503 -0.356 4.195 0.098
H 1.964 -2.957 3.006 0.107
H -0.159 -1.011 4.082 0.061
H 1.430 -1.347 4.772 0.074
H 0.205 -2.586 4.817 0.070
H -1.252 -2.431 0.806 -0.073
H -0.159 -4.069 2.915 0.117
H 0.410 -3.659 1.297 0.116
H 3.487 -3.440 1.722 0.104
H 5.213 -4.946 1.124 0.077
H 6.507 -4.112 0.260 0.090
H 5.436 -5.187 -0.611 0.088
H 5.449 -2.818 -1.990 0.130
H 3.980 -0.925 -2.491 0.125
H 0.221 -1.542 -3.190 0.017
H 1.870 -2.062 -2.910 0.066
H 1.319 -1.725 -4.551 0.092
H 1.375 0.343 -5.495 0.126
H 2.162 2.364 -6.705 0.087
H 2.667 3.795 -5.793 0.086
H 0.960 3.416 -5.970 0.079
H 2.663 3.778 -3.337 0.126
H 2.970 3.746 -1.069 0.088
H 3.680 2.233 -0.496 0.081
H 1.990 2.592 -0.137 0.024
N 0.686 2.889 2.828 0.159
C -0.463 2.639 3.774 -0.159
P -1.724 1.924 2.644 0.439
O -1.960 2.988 1.617 -0.318
O -1.115 0.598 2.289 -0.430
C -3.385 1.866 3.490 -0.148
N -4.310 2.574 2.539 0.141
H 0.357 3.479 2.052 0.154
H 0.997 2.000 2.399 0.077
H 1.488 3.340 3.274 0.180
H -0.778 3.586 4.208 0.117
H -0.145 1.955 4.558 0.109
H -3.358 2.417 4.428 0.114
H -3.713 0.850 3.685 0.099
H -3.651 3.065 1.869 0.118
H -4.923 3.251 2.995 0.176
H -4.893 1.934 2.001 0.168
C -4.904 -3.251 2.318 0.002
N -3.597 -2.916 1.724 -0.074
C -3.650 -2.597 0.279 0.000
C -2.508 -3.232 2.396 -0.223
N -1.279 -2.568 1.942 0.068
N -2.392 -4.392 3.075 -0.127
C -3.141 -5.577 2.626 0.007
C -2.088 -4.396 4.519 0.011
H -5.606 -2.467 2.043 0.111
H -4.830 -3.299 3.401 0.107
H -5.295 -4.191 1.936 0.106
H -4.671 -2.773 -0.049 0.109
H -2.978 -3.238 -0.283 0.079
H -3.393 -1.559 0.076 0.091
H -1.252 -1.585 2.264 0.109
H -3.207 -5.588 1.541 0.115
H -4.136 -5.655 3.062 0.098
H -2.565 -6.441 2.954 0.118
H -1.462 -3.546 4.776 0.071
H -1.569 -5.316 4.779 0.115
H -3.014 -4.348 5.094 0.111
C -2.962 5.566 -5.658 -0.021
C -2.414 4.485 -4.777 -0.220
C -1.878 4.778 -3.524 0.012
C -1.426 3.789 -2.671 -0.166
C -0.865 4.195 -1.338 -0.023
C -1.511 2.437 -3.094 -0.102
C -1.216 1.332 -2.242 -0.155
O -0.975 1.368 -1.016 -0.198
C -1.979 2.131 -4.403 -0.179
C -2.022 0.722 -4.945 -0.024
C -2.431 3.158 -5.205 0.008
H -2.803 6.554 -5.234 0.085
H -4.035 5.421 -5.802 0.099
H -2.504 5.528 -6.647 0.097
H -1.818 5.813 -3.210 0.124
H -0.701 5.272 -1.324 0.090
H 0.079 3.689 -1.146 0.063
H -1.550 3.927 -0.535 0.058
H -1.264 0.341 -2.707 0.105
H -2.822 0.139 -4.483 0.095
H -1.082 0.194 -4.787 0.063
H -2.214 0.743 -6.015 0.091
H -2.808 2.930 -6.196 0.132
Cl -0.528 -2.034 -0.731 0.264
```

Properties
- calculated total energy (a.u.) = -3326.36757
- net charge = +3
- expectation value of S² = 0.755
- spin multiplicity = 2

---

No. 3
Entry from OMol25: C38H37BrNO3PRu as an isolated structure (ωB97M-V/def2-TZVPD).

XYZ file:
```
82
Properties=species:S:1:pos:R:3:lowdin_charge:R:1
Ru -0.931 0.676 0.739 1.152
C -5.156 1.010 -0.104 -0.026
C -3.881 0.232 -0.224 -0.277
C -3.059 0.383 -1.350 -0.021
C -1.872 -0.324 -1.486 -0.089
C -1.468 -1.234 -0.490 -0.193
C -2.246 -1.339 0.669 -0.145
C -3.441 -0.608 0.790 -0.030
H -5.863 0.709 -0.878 0.094
H -4.956 2.074 -0.226 0.084
H -5.625 0.856 0.865 0.086
H -3.352 1.080 -2.126 0.134
H -1.242 -0.191 -2.354 0.104
H -0.595 -1.851 -0.642 0.081
H -1.978 -2.041 1.445 0.106
H -4.026 -0.707 1.696 0.129
C 4.460 2.744 0.494 -0.067
C 4.140 2.431 1.807 -0.066
C 3.129 1.520 2.077 -0.064
C 2.442 0.922 1.026 -0.359
C 2.754 1.244 -0.295 -0.094
C 3.768 2.151 -0.555 -0.062
P 1.083 -0.217 1.334 1.040
C 1.717 -1.894 1.063 -0.324
C 2.972 -2.116 0.501 -0.076
C 3.439 -3.413 0.335 -0.073
C 2.653 -4.493 0.714 -0.078
C 1.401 -4.277 1.277 -0.066
C 0.940 -2.982 1.459 -0.093
C 0.483 -0.072 3.019 -0.356
C 0.897 -0.329 4.316 -0.062
C 0.027 0.014 5.342 -0.066
C -1.207 0.603 5.064 -0.062
C -1.617 0.857 3.759 -0.069
C -0.755 0.499 2.731 -0.275
H 5.249 3.455 0.286 0.109
H 4.675 2.898 2.623 0.110
H 2.870 1.292 3.102 0.101
H 2.208 0.781 -1.110 0.087
H 4.015 2.402 -1.578 0.111
H 3.588 -1.281 0.195 0.108
H 4.420 -3.577 -0.092 0.115
H 3.021 -5.503 0.585 0.112
H 0.794 -5.115 1.592 0.112
H -0.017 -2.821 1.942 0.097
H 1.856 -0.787 4.528 0.117
H 0.306 -0.171 6.371 0.110
H -1.859 0.868 5.886 0.111
H -2.575 1.321 3.561 0.106
O 1.093 -0.938 -2.169 -0.003
C 1.045 -1.935 -2.892 -0.478
C 0.618 -1.846 -4.337 -0.092
C -0.713 -2.563 -4.618 -0.183
C -0.587 -4.071 -4.815 -0.206
C -0.079 -4.841 -3.600 -0.182
C 1.310 -4.418 -3.136 -0.167
N 1.330 -3.158 -2.404 0.102
H 1.400 -2.264 -4.979 0.127
H 0.540 -0.785 -4.564 0.120
H -1.143 -2.132 -5.524 0.114
H -1.422 -2.350 -3.810 0.108
H 0.089 -4.257 -5.657 0.118
H -1.559 -4.472 -5.108 0.113
H -0.045 -5.904 -3.850 0.114
H -0.774 -4.734 -2.761 0.117
H 1.992 -4.368 -3.990 0.126
H 1.716 -5.166 -2.456 0.118
H 1.630 -3.174 -1.440 0.099
Br -1.264 9.278 1.007 0.777
C -1.279 7.393 0.946 -0.681
C -2.494 6.727 0.869 -0.107
C -2.499 5.344 0.824 -0.002
C -1.299 4.641 0.857 -0.139
C -0.087 5.322 0.936 0.001
C -0.074 6.705 0.979 -0.105
C -1.319 3.170 0.809 -0.534
O -0.191 2.528 0.868 -0.128
O -2.365 2.493 0.718 -0.025
H -3.418 7.286 0.846 0.106
H -3.432 4.800 0.767 0.120
H 0.838 4.762 0.963 0.121
H 0.858 7.247 1.041 0.106
```

Properties
- calculated total energy (a.u.) = -4760.82865
- net charge = +1
- expectation value of S² = 0.761
- spin multiplicity = 2

---

No. 4
Entry from OMol25: an isolated ion of composition C7H17N2O and charge +1 at a distorted geometry (ωB97M-V/def2-TZVPD).

XYZ file:
```
27
Properties=species:S:1:pos:R:3:lowdin_charge:R:1
C 1.890 -1.133 0.921 -0.047
N 0.435 -1.072 0.985 -0.040
C -0.248 -0.254 0.175 -0.378
C -1.915 -0.345 0.593 -0.077
O -2.695 -0.484 -0.286 0.118
N -0.232 -0.582 -1.400 0.045
C -0.202 -1.974 -1.839 -0.016
C 0.261 1.225 0.099 -0.275
C 0.710 1.742 1.543 -0.020
C -0.989 2.081 -0.456 -0.031
H 2.464 -1.807 1.768 0.166
H 2.158 -1.660 0.000 0.071
H 2.187 -0.120 0.946 0.043
H -0.046 -1.832 1.320 0.107
H -1.940 -0.481 1.617 0.118
H 0.566 -0.052 -1.733 0.152
H -1.200 -0.152 -1.706 0.187
H 0.767 -2.370 -1.871 0.074
H -0.895 -2.588 -1.404 0.068
H -0.514 -2.024 -2.986 0.158
H 1.146 1.313 -0.540 0.125
H -0.181 1.894 2.064 0.055
H 1.242 0.969 2.142 0.085
H 1.198 2.673 1.480 0.076
H -0.659 3.072 -0.886 0.114
H -1.548 2.361 0.444 0.084
H -1.759 1.602 -0.989 0.036
```

Properties
- calculated total energy (a.u.) = -461.32886
- SMILES = CN[C@](C=O)([NH2+]C)C(C)C
- net charge = +1

---

No. 5
Entry from OMol25: C34H53BrCuN2P2 as an isolated structure at a distorted geometry (ωB97M-V/def2-TZVPD).

XYZ file:
```
93
Properties=species:S:1:pos:R:3:lowdin_charge:R:1
N 5.288 2.850 1.414 0.053
C 5.336 1.548 1.121 -0.152
C 4.941 1.038 -0.119 -0.013
C 4.421 1.933 -1.099 -0.214
C 4.417 3.313 -0.782 -0.007
C 4.855 3.709 0.494 -0.143
C 3.771 1.427 -2.282 -0.037
Cu -0.580 -0.291 -0.281 0.254
P -2.585 -1.465 -0.401 0.929
C 2.914 2.124 -3.079 -0.016
C 1.788 1.426 -3.644 -0.203
C 0.526 2.052 -3.751 -0.018
C -0.649 1.310 -3.830 -0.122
C -0.527 -0.080 -3.858 -0.576
C 0.702 -0.726 -3.984 -0.148
C 1.853 0.030 -3.823 -0.024
Br -2.102 -1.224 -3.989 0.921
H 3.918 0.363 -2.416 0.104
H 2.939 3.205 -3.105 0.116
H 4.976 -0.038 -0.320 0.109
H 4.059 4.073 -1.477 0.111
H 5.728 0.865 1.884 0.109
H 4.870 4.764 0.787 0.117
H 0.462 3.137 -3.721 0.126
H 2.803 -0.489 -3.806 0.121
H -1.619 1.817 -3.846 0.115
H 0.746 -1.815 -4.071 0.115
P -0.721 1.625 0.812 0.937
C -2.130 -3.052 -1.202 -0.417
C -3.155 -3.800 -2.062 -0.144
H -1.827 -3.696 -0.363 0.091
H -1.216 -2.831 -1.774 0.025
H -2.691 -4.735 -2.410 0.090
H -4.068 -4.074 -1.514 0.065
H -3.433 -3.220 -2.949 0.014
C -3.682 -0.380 -1.397 -0.445
C -5.162 -0.700 -1.554 -0.128
H -3.218 -0.281 -2.405 -0.060
H -3.560 0.620 -0.950 0.042
H -5.598 -0.044 -2.326 0.090
H -5.382 -1.730 -1.873 0.072
H -5.669 -0.488 -0.603 0.079
C -3.529 -2.006 1.099 -0.383
C -4.676 -3.006 0.903 -0.125
H -3.936 -1.097 1.570 0.063
H -2.752 -2.408 1.776 0.068
H -5.330 -3.005 1.789 0.089
H -5.309 -2.716 0.052 0.054
H -4.312 -4.033 0.766 0.079
C -1.206 1.591 2.595 -0.374
C -2.297 0.576 2.968 -0.128
H -1.534 2.611 2.857 0.107
H -0.298 1.400 3.191 0.035
H -2.499 0.612 4.049 0.096
H -3.250 0.768 2.456 0.077
H -2.011 -0.462 2.729 0.038
C -2.138 2.632 0.178 -0.370
C -1.937 3.154 -1.250 -0.130
H -2.277 3.446 0.910 0.102
H -3.037 1.993 0.222 0.062
H -2.919 3.422 -1.670 0.096
H -1.290 4.047 -1.288 0.083
H -1.490 2.383 -1.898 0.024
C 0.714 2.786 0.628 -0.335
C 1.573 3.050 1.871 -0.125
H 0.291 3.730 0.233 0.086
H 1.356 2.378 -0.178 0.077
H 2.098 4.007 1.749 0.087
H 0.984 3.096 2.800 0.067
H 2.365 2.297 1.999 0.050
C 0.545 -2.398 3.288 0.022
N 0.838 -0.942 3.137 -0.179
C 0.989 -0.317 4.497 0.014
C 2.044 -0.642 2.263 -0.081
C 2.037 -1.448 1.002 -0.265
C 2.956 -2.510 0.907 -0.031
C 3.030 -3.278 -0.253 -0.042
C 2.261 -2.920 -1.365 -0.027
C 1.297 -1.914 -1.202 -0.133
C 1.129 -1.204 -0.030 -0.136
H 1.399 -2.865 3.787 0.121
H 0.379 -2.849 2.307 0.104
H -0.342 -2.499 3.925 0.114
H 0.053 -0.511 2.607 0.106
H 1.762 -0.897 5.022 0.121
H 1.304 0.732 4.400 0.107
H 0.029 -0.398 5.029 0.116
H 2.027 0.439 2.086 0.100
H 2.924 -0.854 2.869 0.141
H 3.573 -2.714 1.794 0.128
H 3.690 -4.148 -0.258 0.123
H 2.319 -3.465 -2.311 0.125
H 0.666 -1.714 -2.058 0.044
```

Properties
- calculated total energy (a.u.) = -6333.44548
- net charge = +2
- expectation value of S² = 0.756
- spin multiplicity = 2

---

What did the first record say?
Entry from OMol25: a 2-piece molecular cluster, C7H17ClSi overall at a distorted geometry (ωB97M-V/def2-TZVPD).

XYZ file:
```
26
Properties=species:S:1:pos:R:3:lowdin_charge:R:1
C 1.189 3.148 -0.112 -0.192
C -0.092 -1.450 1.375 -0.137
C -0.969 -1.978 -0.688 -0.179
C 1.656 -2.034 -0.427 -0.075
C 1.033 1.802 0.527 -0.414
C -2.731 1.201 -0.167 -0.557
C 0.269 -1.415 -0.077 -0.719
Si 0.331 0.428 -0.548 0.920
Cl -3.572 -0.252 0.076 0.537
H 0.301 3.633 -0.409 0.057
H 1.574 3.689 0.645 0.018
H 2.075 3.143 -0.891 0.119
H -0.933 -0.817 1.425 0.037
H -0.354 -2.366 1.851 0.080
H 0.849 -1.195 1.948 0.106
H -0.900 -1.846 -1.748 0.063
H -1.894 -1.546 -0.306 -0.049
H -1.128 -3.143 -0.432 0.145
H 2.518 -1.418 -0.648 0.059
H 1.953 -2.534 0.467 0.059
H 1.482 -2.755 -1.278 0.100
H 0.432 2.027 1.451 0.096
H 1.984 1.420 0.804 0.046
H -3.020 2.062 0.313 -0.048
H -2.429 1.227 -1.202 -0.055
H 0.378 0.970 -1.951 -0.020
```

Properties
- calculated total energy (a.u.) = -1026.39615